1.
# C34H40EuN12O2S2Si

A molecular structure, C34H40EuN12O2S2Si (ωB97M-V/def2-TZVPD, OMol25).

XYZ file:
```
92
C34H40EuN12O2S2Si | OMol25 | ωB97M-V/def2-TZVPD
H -0.5754 -4.3029 -2.9749
C -2.6021 0.3686 2.0850
C -2.9744 0.2338 -4.4101
H -0.1825 7.4309 -0.4451
H -1.4984 -2.3122 -1.5722
C 0.0652 5.4314 0.2092
C 0.9405 2.2740 5.2489
C -2.5923 3.0226 2.5585
C -3.4052 2.1614 -1.2078
N -0.1690 2.6871 -0.1761
C 2.1627 -2.8940 -2.5169
N 3.5275 0.4149 -3.4446
H -2.5901 -3.6228 -1.5135
O -0.4523 7.2755 1.6133
H -1.3384 -3.4171 -4.3153
N -1.7162 1.1189 1.4174
H -3.4621 0.1215 -5.3723
N -1.1154 -2.1353 0.9255
C -0.6890 4.6490 1.0675
H -1.4504 -1.1995 -4.8427
H -5.4350 2.5247 4.0452
N -0.1383 -1.0517 -2.4240
Si 0.6788 -2.2132 -3.4216
H -2.9771 -4.8938 0.4143
C -0.8098 3.2871 0.8306
H 0.9973 2.9441 -1.8509
C 2.2400 0.0457 4.3003
C 2.4764 0.4513 5.6089
H 2.7510 -0.1383 -3.7829
C -1.2953 -3.4210 2.9530
H 1.8467 -3.6570 -1.7943
H 1.2900 -0.3400 -5.0097
C 1.2619 -1.4377 -5.0426
C -4.4124 2.8241 4.2912
H 0.1654 -4.3104 -4.5804
C 0.6622 4.8138 -0.8799
N 1.2300 0.1804 2.1760
C -2.8628 1.2214 -2.2441
H -2.6067 4.0890 2.7229
N -2.1527 -2.8629 -1.0244
H 2.7335 -2.1497 -1.9557
N -1.7517 0.5108 -1.9471
H 4.4201 -0.0437 -3.5622
C -2.0862 -4.3638 2.2890
H -0.2574 -1.5849 2.7216
H 1.2894 7.1411 0.4823
H -4.1692 2.3936 5.2670
H -4.3682 2.5610 -1.5211
H 3.1684 -0.0940 6.2404
C -1.8619 -3.0557 0.2917
H 2.2546 -1.8100 -5.3248
H -0.3829 8.2260 1.7360
H -2.6118 -0.6826 1.8521
C 1.8134 1.5713 6.0812
H -4.3839 1.6952 -3.6627
C -1.7275 2.4400 1.6463
C -1.2299 -0.3538 -2.8605
H 2.8399 -3.3828 -3.2304
H 4.2380 1.3346 0.7880
C -3.4862 0.8729 3.0148
Eu 0.0549 0.0453 -0.1874
H 1.2398 5.3786 -1.6029
H -4.8821 4.6136 4.9216
C -3.4947 1.1134 -3.4613
C -0.3778 -3.6870 -3.8597
S 2.0968 -1.7901 0.5868
H -4.1724 0.2040 3.5227
H 0.5871 -1.7019 -5.8638
C 0.5262 3.4518 -1.0218
C 0.2221 6.9092 0.4265
O -4.2636 4.2304 4.2938
H -1.0383 -3.5222 3.9989
H 0.4421 3.1614 5.6223
N 2.4112 1.1982 -0.3174
H -2.7197 2.9993 -1.0591
H 1.9814 1.9083 7.0959
N 4.3605 0.8249 -1.2771
N 2.1869 0.8871 -1.5792
S 2.9369 -1.2920 3.4379
H -2.4672 -5.2315 2.8150
C 2.0104 -0.8699 2.0231
N 3.3538 0.6682 -2.0995
H 0.0544 2.4318 3.3066
C 1.3532 0.7272 3.4606
C -3.4790 2.2339 3.2733
C -0.8467 -2.3489 2.2340
H -1.1709 5.1249 1.9067
C -1.8538 -0.5005 -4.1223
C 3.7302 1.1480 -0.1469
H -3.5335 1.6539 -0.2530
C 0.7106 1.8643 3.9474
C -2.3728 -4.1824 0.9641
```

Output
Spin multiplicity: 7
Net charge: +1
Calculated total energy, Eh: -3923.3721

Atom charges from the Mulliken analysis, given in e for atoms 1 to 4: atom 1 (H): 0.29, atom 2 (C): -0.95, atom 3 (C): -0.83, atom 4 (H): 0.35

---

2.
# C34H40I2N7O6PS2Sr

A molecular structure, C34H40I2N7O6PS2Sr (ωB97M-V/def2-TZVPD, OMol25).

XYZ file:
```
93
C34H40I2N7O6PS2Sr | OMol25 | ωB97M-V/def2-TZVPD
N -1.3694 -1.9199 2.5344
C 4.5930 0.8475 -0.5409
H -5.7699 -3.0840 -1.7227
H 5.6589 0.6124 -0.5358
C -3.2039 0.6553 -0.8355
Sr -1.1459 -0.7448 0.5863
N 1.0085 -3.6618 1.4145
C -4.7907 -2.6556 -1.5551
H 3.0109 5.0102 -1.0970
C 1.9998 1.7604 -2.7854
H -1.5232 -3.4361 -1.2541
H -5.7255 -2.6622 3.2244
H 3.1955 3.9904 -3.9928
H 3.1899 -5.4767 -2.2951
C -2.7875 3.5048 -1.1287
N 4.4415 -1.7667 3.0761
H 0.5391 0.4295 -1.8266
P 2.5416 2.6516 -1.2444
C 3.1703 -4.5459 -2.8703
H 1.2577 2.3994 -3.2735
H 1.6267 4.6864 -2.1230
H 0.8915 -3.6517 -4.2384
C -1.3933 5.3053 -0.3437
C 3.4460 -1.5854 2.5303
C -2.8392 -2.6873 5.8519
N 1.8948 -0.1797 1.5212
C 1.4676 -2.6220 1.5900
H 1.4486 0.6518 3.7689
H 2.6585 -4.7279 -3.8099
O -0.2810 7.2254 0.6456
C 4.3431 2.2131 -1.1832
C -3.6302 -2.3713 3.6184
C -4.9340 -2.6641 3.9623
H 4.2297 0.8288 0.4870
H 4.1995 -4.2645 -3.0916
O 0.7848 0.0700 0.9150
C 1.2244 -3.1885 -2.1522
H -3.7260 -4.5208 -1.7268
C 3.3937 -2.8854 -1.0876
N -2.0542 1.1799 -0.6929
H 2.8447 1.6546 -3.4714
H -2.0274 -2.7014 6.5661
C -2.5370 4.8563 -1.0012
H 2.1178 -0.2850 -2.0450
H -3.6679 3.1745 -1.6654
C 3.5160 4.6201 -3.1620
C -2.5873 -2.3829 4.5249
O -3.3048 -0.7713 1.4915
C 2.6587 4.3816 -1.9209
H 4.0818 0.0561 -1.0922
C -2.4341 -2.8540 -1.3224
C -1.2835 -2.0616 3.8775
H 0.3313 -4.9005 -3.1159
H 4.8280 2.9923 -0.5877
H -6.1920 -3.1931 5.6106
H 4.5691 4.4198 -2.9665
C -4.1450 -2.9744 6.2235
C 1.0308 1.6217 4.0056
C -0.4774 4.3771 0.1395
O 0.6967 -2.4286 -1.3465
N 2.5483 -3.4770 -2.1125
C 0.4232 -3.8241 -3.2703
H -0.5655 -3.3760 -3.2783
S -2.9103 -2.0636 2.0432
H -5.5172 -0.6511 -1.2124
C -3.6639 -3.4535 -1.5721
H 4.7695 2.2447 -2.1887
H 2.8435 -2.0994 -0.5852
N -2.2872 -1.5515 -1.1377
H 4.2892 -2.4676 -1.5509
C 2.2000 -1.4019 1.8394
C -3.3836 -0.7866 -1.0774
H 3.4331 5.6600 -3.4839
C -0.7113 3.0229 -0.0024
H 0.4555 4.6762 0.6053
C -1.8861 2.5783 -0.6000
C -5.1835 -2.9631 5.2943
H 1.0078 1.8111 5.0703
C -1.2004 6.7878 -0.2346
H -3.2157 5.5893 -1.4149
H 0.1139 6.4993 1.1421
I 2.2055 3.1222 3.0885
I -0.9904 1.6237 3.3211
O -3.1135 -3.1940 1.1799
H 0.0135 2.2905 0.3320
H 1.0533 -0.0830 -3.4367
H -4.3626 -3.2183 7.2550
H 3.6941 -3.6348 -0.3514
H -4.1268 1.2396 -0.8047
C -4.6547 -1.3014 -1.2758
S 0.1030 -1.8759 4.7482
C 1.3915 0.3823 -2.5074
O -1.8321 7.5735 -0.8834
```

Output
Net charge: 0
Calculated total energy, Eh: -3918.1439

Atom charges from the Mulliken analysis, given in e for atoms 1 to 4: atom 1 (N): -0.25, atom 2 (C): -0.84, atom 3 (H): 0.44, atom 4 (H): 0.49

---

3.
# C34H40N4O2PPt

A molecular structure, C34H40N4O2PPt (ωB97M-V/def2-TZVPD, OMol25).

XYZ file:
```
82
C34H40N4O2PPt | OMol25 | ωB97M-V/def2-TZVPD
H -4.7028 -0.7925 -4.2785
C -3.6388 1.6730 0.8144
C 0.1145 -2.9567 -0.0259
H 1.8277 -3.2868 1.2586
C 0.8234 -2.8861 1.2059
H -0.8327 -2.1039 -5.5681
H -1.6512 2.9322 -4.2014
H 1.5477 -1.6943 3.6847
N 1.0445 1.8061 3.2635
H -0.4681 4.6519 -5.5047
H -1.7851 -2.0791 3.2417
C -1.9422 -2.4404 1.1561
C 2.2678 2.1076 3.7853
C 0.1415 -2.5787 2.4142
C 0.9580 0.8645 2.2873
C -1.2489 -2.3303 2.3385
H 0.6088 -3.3685 -0.8970
H -4.3343 1.0455 1.3554
C 1.7826 -3.8216 3.8482
H 2.1459 -3.9074 4.8704
H 4.2319 -0.9164 1.2455
Pt 0.9041 -0.8532 0.2215
C 3.3914 1.4788 3.3791
H 0.5872 -2.4739 5.8507
H -0.8828 1.7078 4.0952
H 4.3467 1.7134 3.8232
C -2.7904 1.1214 -0.1252
C 3.9044 -2.0271 -1.2178
C -2.8328 -1.5545 -5.0033
H -1.2008 3.9657 -1.1393
C -1.8776 3.3246 -0.5884
C 0.8892 -2.5743 3.7254
P -0.8296 1.2579 -2.0538
C -3.0397 0.0740 -3.2451
H 4.3108 -2.4193 -2.1475
H -4.2918 3.4766 1.7743
C 0.0695 2.4799 -2.9670
C -3.6259 -0.7659 -4.1818
H 3.9536 -2.8111 -0.4650
C -1.9184 1.9509 -0.8404
C 3.2731 0.4930 2.3595
H 2.2774 2.8692 4.5530
N 2.0754 0.2596 1.8018
C -0.0159 -2.4239 4.9463
H -3.6639 0.7015 -2.6221
H 2.4284 -1.1152 -2.1580
H -2.8101 0.0546 -0.3157
H 1.2254 -4.7314 3.6201
N 0.3195 0.3784 -1.1559
O 2.5053 -1.7019 -1.3955
C -2.7369 3.8680 0.3534
H -0.7505 -3.2291 5.0025
H 2.6579 -3.7822 3.1997
H 5.2358 -0.0515 2.3525
H -3.2961 -2.2007 -5.7371
C -0.6133 3.1571 -3.9824
O -0.1416 0.5009 1.8122
H -2.3142 -4.0944 -1.3338
H 1.9339 2.2423 -1.9040
C -1.6492 0.1140 -3.1376
C -0.1930 2.4597 3.7205
C -3.6142 3.0457 1.0487
H -0.6519 2.9898 2.8887
C 0.0519 4.1203 -4.7197
H 1.9063 5.1424 -5.0448
C 2.0679 3.7192 -3.4514
C -2.0696 -3.0267 -1.2951
C -0.8508 -0.6682 -3.9807
C -1.2978 -2.7737 -0.0498
C 1.3893 4.3959 -4.4569
C 1.4101 2.7595 -2.6990
H -2.7363 4.9348 0.5318
H -0.5440 -1.4690 4.9607
C -1.4441 -1.5052 -4.9066
N 4.3270 -0.1985 1.9433
H 0.2312 -0.6029 -3.9340
H -1.4928 -2.7944 -2.1897
H 0.0612 3.1564 4.5131
H -3.0162 -2.2996 1.1511
H 3.1073 3.9435 -3.2550
H -3.0108 -2.4793 -1.3122
H 4.4716 -1.1481 -0.9104
```

Output
Spin multiplicity: 5
Net charge: +3
Calculated total energy, Eh: -2148.7823

Atom charges from the Mulliken analysis, given in e for atoms 1 to 4: atom 1 (H): 0.50, atom 2 (C): -0.86, atom 3 (C): -1.41, atom 4 (H): 0.60

---

4.
# C34H40N4O3P2Sn

A molecular structure, C34H40N4O3P2Sn (ωB97M-V/def2-TZVPD, OMol25).

XYZ file:
```
84
C34H40N4O3P2Sn | OMol25 | ωB97M-V/def2-TZVPD
H 9.1621 -5.8458 -4.6679
C 8.2971 -4.3985 4.1472
H 7.7174 -6.8313 2.4859
H 9.6537 -8.3114 -3.6177
H -0.0725 -3.7403 1.3922
H -4.8793 6.5472 0.8203
C -1.1384 -1.9839 2.1352
C 6.7605 -7.1870 0.5652
H 1.5898 -3.0058 2.1283
H 7.4083 -7.9887 0.1947
C 2.0643 -2.4335 0.0769
H -2.8751 6.9725 -0.6150
H 4.2156 -7.1397 5.3734
N 4.8436 -7.2679 -1.3433
H 7.8088 -5.2061 4.6794
H 2.4833 -3.4539 -0.0173
C 7.5454 -6.2997 1.5436
C 7.6192 -5.7356 -3.0895
H -1.2471 -2.5350 3.0858
H -0.4070 -0.2840 -2.0988
P 6.6748 -4.6763 1.7832
C 8.9091 -7.6069 -3.2872
C -2.9355 6.0503 -0.0330
C 0.8226 -2.3408 -0.7616
H 2.5486 -5.2033 4.4174
H 2.8366 -1.7725 -0.3575
H -2.5223 1.9507 1.7607
C -4.0580 5.8297 0.7756
N 5.5679 -5.2057 3.0483
C 9.6217 -2.6921 3.4446
C 1.1454 -0.9128 2.0295
H 0.0488 1.0513 -3.1649
C 2.7336 -8.0485 -1.5909
H 1.7041 0.0391 2.0175
H 3.2116 -5.8761 -1.2105
H 3.3779 -10.1891 -1.8882
H 2.9800 -1.9112 1.9491
N 7.8179 -3.9538 2.9079
H 5.9148 -7.6792 1.0679
H 8.4659 -2.4313 1.5299
C -0.2702 0.8006 -2.1465
C 9.3957 -3.6319 4.5049
C 1.9480 -2.1069 1.6060
H 1.6513 -8.0975 -1.6386
C 3.4860 -6.9112 -1.3651
C -0.1503 -0.8899 2.3476
C 4.4450 -6.4038 4.6194
Sn 1.4141 1.6646 -1.0242
H 0.9964 -2.0150 -1.7962
C 4.9281 -8.6490 -1.5577
H 7.8937 -8.6398 -1.5826
C 4.2747 -4.6739 3.1506
H 5.8826 -9.1561 -1.5831
N 7.2242 -6.6413 -2.0929
H -1.2859 -2.2174 -0.9686
C -0.4476 -2.5176 -0.3288
H -2.1255 -1.5280 1.9394
C -1.9854 3.9036 0.6094
C -0.9757 2.8128 0.4177
P 6.0716 -6.1472 -0.8071
O -1.1912 1.6647 0.8695
C 3.6430 -9.1532 -1.7187
H 6.5713 -6.8376 4.0675
H -1.7730 -3.5971 0.8689
C 8.0132 -7.7868 -2.2307
H 3.9956 -3.8376 2.5246
C 3.5704 -5.3863 4.1098
C -0.8298 -3.0397 1.0143
C -3.1403 3.6913 1.4347
H -0.5698 0.0317 2.7709
C -4.1578 4.6637 1.5289
C -1.9053 5.1036 -0.0935
H -1.0232 5.2822 -0.7096
O 0.0864 3.1303 -0.2675
O -3.2914 2.5305 2.0906
H 9.9853 -3.7370 5.4125
H 8.5423 -6.0541 1.1462
H 10.4228 -1.9555 3.3963
H -1.2289 1.2864 -1.9442
H -5.0134 4.4510 2.1708
H 7.1300 -4.7802 -3.1650
C 5.6615 -6.2663 3.9543
C 8.6568 -2.9084 2.4848
C 8.6506 -6.3020 -3.8357
```

Output
Net charge: +2
Calculated total energy, Eh: -2660.6483

Atom charges from the Mulliken analysis, given in e for atoms 1 to 4: atom 1 (H): 0.45, atom 2 (C): -0.11, atom 3 (H): 0.41, atom 4 (H): 0.46

---

5.
# C34H40N4O7SeTl

A molecular structure, C34H40N4O7SeTl (ωB97M-V/def2-TZVPD, OMol25).

XYZ file:
```
87
C34H40N4O7SeTl | OMol25 | ωB97M-V/def2-TZVPD
H 0.8574 1.5927 4.5014
O -3.3044 2.7713 -0.7979
H -3.1929 3.4366 -3.5576
N 2.7946 -3.1893 -3.2301
N -0.3684 -0.9662 -4.5336
H 1.3254 3.1443 -1.3211
H 0.7013 -4.0340 1.6647
C 0.1991 -3.9028 2.6281
H 4.2037 -1.9655 -2.3594
C -1.2469 0.0112 3.6467
C 3.8701 1.6560 0.3338
C -2.2831 2.3367 -1.2851
H -0.7338 -5.1558 -2.0052
C -2.6411 2.5229 -3.7301
C 1.4196 2.9680 0.8193
C -2.0209 -0.8096 2.8243
C -2.3979 -2.9245 1.5375
H -3.4030 -3.0632 1.9408
H 2.2768 -2.3658 4.6021
C 2.1580 -3.8020 -4.2929
H 2.6651 -1.0313 3.5116
H -4.1717 -0.9826 2.8969
C -3.4041 -0.3922 2.3873
Tl 0.0151 0.2298 0.5349
C -0.1176 -4.3633 -1.5848
C -0.2661 -2.4799 2.8350
C 1.9026 2.7876 -0.4794
H 4.8293 -2.9816 -3.6750
C -1.6819 0.9193 -5.2661
O -0.0970 -1.1688 -5.7152
H 0.5571 0.4991 5.8563
H 0.2750 -4.9349 -4.3065
C 0.9107 0.5516 4.8228
C 3.1053 2.1380 -0.7192
H -3.5337 -0.5512 1.3157
H -1.9007 2.0421 3.3983
H -0.6375 -4.5970 2.6832
C 0.5820 -1.5685 3.4785
C 0.0096 3.5105 1.0503
H 3.8136 -1.5667 -4.0492
H -0.6916 -3.4379 -1.5154
C 3.4281 1.8670 1.6304
H -1.4847 0.5895 -6.2743
C -1.8400 1.2892 4.1870
C -2.4260 2.0580 -5.0433
N 1.0310 -4.1557 -2.4443
H 4.7867 1.1135 0.1425
H 0.4818 5.5178 0.3309
C 1.0555 -4.3942 -3.8040
C 3.9849 -2.3773 -3.3414
C -2.1377 1.8264 -2.6791
O -1.1184 2.2037 -0.6763
H 0.9057 -4.1859 3.4069
C -1.1814 0.1873 -4.2020
H 2.3506 -2.6154 2.8526
C -1.4460 0.5551 -2.8235
H 2.5197 -3.7182 -5.3010
H 1.9565 0.2601 4.8277
H -3.5952 0.6588 2.5804
C -1.5389 -2.0677 2.4356
H 4.0166 1.5180 2.4710
H -1.2496 5.1367 0.3945
C -0.2150 3.9347 2.5015
H -0.1732 3.0830 3.1825
C 2.0950 -3.3953 -2.0879
O 0.0374 -1.6920 -3.6395
H 0.2255 -4.6433 -0.5914
C -0.9516 2.3517 0.7752
C 2.0453 -1.9181 3.6307
H -1.2081 4.3786 2.5886
H 0.5219 4.6785 2.8154
H -2.5038 -2.4381 0.5634
H -1.2496 1.6993 5.0026
H -1.9329 2.5695 1.2064
C 0.0741 -0.3482 3.9416
Se 2.5503 -2.8881 -0.3816
C 2.2247 2.5191 1.8663
H 3.4455 2.0077 -1.7391
H -1.9606 -3.9022 1.3596
O -3.5640 3.8279 -5.9393
O -2.7513 2.3662 -7.2937
O -1.1841 -0.1381 -1.8314
N -2.9458 2.7965 -6.1652
H 1.9086 2.6687 2.8904
H -2.8469 1.1164 4.5689
C -0.2623 4.7342 0.1593
H -0.2551 4.4815 -0.8992
```

Output
Net charge: -1
Calculated total energy, Eh: -4639.1259

Atom charges from the Mulliken analysis, given in e for atoms 1 to 4: atom 1 (H): 0.37, atom 2 (O): -0.68, atom 3 (H): 0.60, atom 4 (N): 0.34

---

- Which value of net charge does entry 2 give?
  0

---

- Which of these has the highest net charge?
  C34H40N4O2PPt